(1)
Computed, not measured: C38H40N3O2S2V as an isolated structure in a non-equilibrium geometry, with ωB97M-V/def2-TZVPD.

Geometry as ORCA input:
```
! wB97M-V def2-TZVPD RIJCOSX def2/J DEFGRID3
* xyz 2 3
V -0.573 -0.058 0.299
O -1.997 0.668 -0.847
S -2.684 0.478 -2.208
C -4.332 -0.169 -1.839
C -4.399 -1.314 -0.823
C -4.495 -0.834 0.628
C -4.282 -1.930 1.673
S -2.529 -2.501 1.748
O -1.829 -1.487 0.842
C -2.578 -4.012 0.816
C -3.128 -5.102 1.478
C -3.166 -6.328 0.834
C -2.634 -6.456 -0.443
C -2.067 -5.360 -1.079
C -2.036 -4.122 -0.454
C -1.891 -0.967 -2.894
C -2.580 -1.929 -3.621
C -1.877 -2.987 -4.179
C -0.503 -3.091 -4.006
C 0.183 -2.115 -3.297
C -0.508 -1.041 -2.757
H -4.712 -0.455 -2.822
H -4.903 0.712 -1.537
H -3.528 -1.953 -0.971
H -5.269 -1.933 -1.054
H -5.480 -0.396 0.808
H -3.774 -0.040 0.810
H -4.878 -2.827 1.502
H -4.498 -1.559 2.674
H -3.513 -5.009 2.488
H -3.595 -7.185 1.336
H -2.652 -7.417 -0.939
H -1.643 -5.468 -2.068
H -1.594 -3.266 -0.950
H -3.649 -1.874 -3.772
H -2.412 -3.734 -4.750
H 0.034 -3.922 -4.443
H 1.256 -2.174 -3.180
H 0.054 -0.241 -2.285
C 3.812 4.955 -0.043
C 4.167 4.379 1.298
C 5.335 4.744 1.959
C 5.668 4.205 3.192
C 4.821 3.296 3.808
C 3.640 2.930 3.181
C 3.334 3.457 1.931
N 2.109 3.091 1.282
C 1.711 1.846 0.991
N 2.576 0.849 1.181
C 2.403 -0.528 0.953
C 1.188 -1.070 0.524
C 1.160 -2.456 0.297
C 2.265 -3.256 0.506
C 3.445 -2.677 0.956
C 3.544 -1.315 1.187
C 4.838 -0.713 1.663
N 0.497 1.616 0.480
C -0.332 2.762 0.221
C -1.269 3.136 1.179
C -2.125 4.200 0.939
C -2.030 4.889 -0.262
C -1.087 4.516 -1.206
C -0.214 3.452 -0.988
C 0.807 3.077 -2.027
H 4.611 5.598 -0.407
H 2.903 5.561 0.002
H 3.651 4.168 -0.782
H 5.998 5.461 1.491
H 6.587 4.504 3.678
H 5.064 2.892 4.781
H 2.945 2.260 3.673
H 1.464 3.826 1.026
H 3.479 1.129 1.537
H 0.247 -2.924 -0.050
H 2.215 -4.322 0.330
H 4.316 -3.297 1.131
H 5.586 -1.487 1.810
H 4.724 -0.193 2.619
H 5.248 -0.001 0.940
H -1.318 2.593 2.117
H -2.851 4.493 1.684
H -2.689 5.724 -0.462
H -1.024 5.063 -2.139
H 0.426 3.267 -3.029
H 1.097 2.028 -1.958
H 1.719 3.667 -1.914
*
```

Output
E_tot	-95966.516	eV
orbital gap (spin up / spin down)	7.3 / 7.8	eV
HOMO (spin up / spin down)	-13.2 / -13.2	eV
strongest force on any atom	0.022	hartree/bohr
lowest unoccupied orbital energy (spin up / spin down)	-5.90 / -5.38	eV
M	685.84	Da

***

(2)
Computed, not measured: C38H40N4O6P2RuS2 as an isolated structure in a non-equilibrium geometry, with ωB97M-V/def2-TZVPD.

Geometry as ORCA input:
```
! wB97M-V def2-TZVPD RIJCOSX def2/J DEFGRID3
* xyz -1 6
Ru -13.045 -15.084 8.477
C -19.292 -17.255 7.884
P -18.034 -15.806 7.667
C -19.087 -14.541 6.820
C -17.996 -15.213 9.367
C -19.071 -14.532 9.839
C -19.098 -14.157 11.174
C -17.970 -14.266 11.986
C -16.854 -14.934 11.443
C -16.856 -15.429 10.182
P -15.339 -16.224 9.595
C -14.709 -16.762 11.242
C -15.840 -17.894 8.951
H -20.058 -16.981 8.630
H -18.833 -18.162 8.228
H -19.848 -17.463 6.891
H -20.129 -14.398 7.191
H -19.095 -14.634 5.766
H -18.589 -13.626 6.981
H -19.910 -14.392 9.140
H -19.992 -13.613 11.543
H -18.002 -13.950 13.028
H -16.082 -15.203 12.158
H -15.485 -17.077 11.867
H -14.203 -15.848 11.601
H -14.005 -17.561 10.986
H -16.527 -18.457 9.651
H -14.921 -18.429 8.792
H -16.293 -17.875 7.943
C -15.921 -13.283 7.968
N -14.777 -13.394 8.867
C -14.825 -12.881 10.031
C -13.713 -13.069 10.868
C -13.155 -12.303 11.964
C -11.869 -12.761 12.146
C -11.634 -13.700 11.138
N -12.747 -13.899 10.446
C -15.577 -12.249 6.947
C -15.908 -10.936 7.119
C -15.318 -9.905 6.374
C -14.386 -10.202 5.414
C -14.036 -11.562 5.200
C -14.632 -12.588 5.922
H -16.862 -13.022 8.486
H -16.010 -14.257 7.519
H -15.677 -12.434 10.540
H -13.639 -11.463 12.538
H -11.277 -12.548 12.976
H -10.756 -14.258 10.893
H -16.570 -10.562 7.922
H -15.483 -8.852 6.593
H -13.972 -9.494 4.650
H -13.342 -11.786 4.419
H -14.290 -13.623 5.815
C -18.185 -16.255 2.251
C -16.949 -16.409 3.108
C -15.837 -15.575 2.947
C -14.765 -15.750 3.838
C -14.740 -16.733 4.800
C -15.853 -17.545 4.932
C -16.960 -17.335 4.122
S -13.274 -16.983 5.833
O -12.345 -17.567 4.945
O -13.697 -17.729 7.007
N -12.943 -15.416 6.196
C -11.965 -14.705 5.528
C -11.484 -14.913 4.253
C -10.437 -14.132 3.681
C -9.913 -13.054 4.244
C -10.548 -12.694 5.490
C -10.165 -11.508 6.182
C -10.577 -11.190 7.448
C -11.393 -12.213 8.104
N -11.790 -13.287 7.469
C -11.428 -13.591 6.137
H -19.073 -16.732 2.778
H -18.037 -16.616 1.242
H -18.422 -15.253 2.160
H -15.862 -14.745 2.242
H -13.918 -15.158 3.554
H -15.847 -18.221 5.775
H -17.836 -18.011 4.134
H -11.707 -15.810 3.720
H -10.110 -14.497 2.683
H -9.085 -12.427 3.859
H -9.467 -10.921 5.635
H -10.241 -10.304 8.012
H -11.616 -12.102 9.167
O -10.934 -15.491 8.718
S -11.136 -16.952 9.103
O -10.760 -17.804 7.982
O -12.723 -16.980 9.264
O -10.606 -17.231 10.440
*
```

Output
E_tot	-101129.740	eV
orbital gap (spin up / spin down)	7.2 / 6.9	eV
HOMO (spin up / spin down)	-4.9 / -5.0	eV
strongest force on any atom	0.084	hartree/bohr
ΔE to the lowest compared entry with this formula, charge and spin	28.94	kcal/mol
lowest unoccupied orbital energy (spin up / spin down)	2.23 / 1.90	eV
M	875.91	Da

***

> What is the formula in the second record?

C38H40N4O6P2RuS2

***

> strongest force on any atom of number 2 (C38H40N4O6P2RuS2)?

0.084 hartree/bohr